{"formula": "C29H43BF7N4O10S2", "method": "ωB97M-V with the def2-TZVPD basis set", "symbols": ["C", "C", "O", "B", "O", "C", "C", "C", "C", "C", "N", "C", "C", "O", "C", "S", "C", "N", "N", "C", "C", "C", "N", "C", "C", "C", "C", "C", "C", "S", "O", "O", "O", "C", "F", "F", "C", "F", "F", "C", "F", "F", "F", "H", "H", "H", "H", "H", "H", "H", "H", "H", "H", "H", "H", "H", "H", "H", "H", "H", "H", "H", "H", "H", "H", "H", "H", "H", "H", "H", "H", "H", "H", "H", "H", "H", "H", "H", "H", "H", "H", "H", "C", "C", "C", "O", "C", "C", "C", "O", "O", "O", "H", "H", "H", "H"], "coordinates": [[0.8620, -1.4200, 4.3391], [1.5671, -0.3311, 3.2999], [0.7212, 0.0115, 2.1404], [1.1168, -0.8168, 0.9426], [1.2196, -2.2496, 1.2478], [1.2874, -0.1074, -0.5741], [2.2299, -1.2568, -1.2908], [3.6771, -1.5303, -0.5701], [4.9174, -1.6874, -1.6814], [4.6155, -2.8098, -2.8378], [5.3308, -4.1372, -2.6229], [5.6072, -4.8226, -3.9569], [4.6227, -4.7341, -5.2838], [6.7563, -5.5333, -4.0462], [2.0805, 1.3679, -0.6024], [3.4311, 1.6150, -1.9381], [2.8973, 1.8692, 0.7184], [2.0986, 2.6999, 1.7070], [1.1623, 2.5181, -1.0746], [1.5125, 4.0024, -1.1917], [0.2673, 5.0246, -0.9083], [-0.1048, 6.0808, -2.1509], [-0.5084, 5.0931, 0.2221], [0.0087, 1.9133, -1.4597], [-0.1916, 0.2511, -1.3031], [-1.4692, 0.3289, -0.2543], [-2.8466, 1.0092, -0.7861], [-4.0752, -0.0844, -1.0981], [-5.2418, 0.6008, -2.0263], [-6.0245, 2.0590, -1.0703], [-6.4630, 1.6257, 0.3816], [-7.3359, 2.5695, -1.7806], [-4.9893, 3.4085, -0.9375], [-0.3929, -0.0942, -2.8764], [-1.4871, 0.6941, -3.5656], [0.8296, 0.4980, -3.5569], [-0.5002, -1.5959, -3.4104], [-1.2881, -1.5166, -4.7088], [0.7908, -2.2158, -3.9039], [-1.2604, -2.7415, -2.5668], [-1.1393, -2.7401, -1.1077], [-0.6642, -4.0615, -3.0111], [-2.6826, -2.8246, -3.0735], [0.3726, -0.7866, 5.1946], [1.7118, -2.1543, 4.7194], [0.0459, -2.0881, 3.8179], [1.8075, 0.6599, 3.8823], [2.5885, -0.7425, 2.8904], [0.7547, -2.8361, 0.5882], [2.4889, -1.0410, -2.4204], [1.6721, -2.3131, -1.3143], [3.5934, -2.5433, 0.0314], [4.0325, -0.7040, 0.1746], [5.2173, -0.6488, -2.1605], [5.8738, -2.0419, -1.0643], [5.0482, -2.3721, -3.8587], [3.4844, -3.0399, -3.0286], [6.2513, -3.8966, -2.1809], [3.5542, -5.2218, -5.0794], [5.1614, -5.2639, -6.1954], [4.4210, -3.6225, -5.6093], [2.8005, 2.1123, -3.1240], [3.7617, 2.5942, 0.3262], [3.4412, 1.0381, 1.3342], [2.3752, 2.3951, 2.6865], [2.3959, 3.7020, 1.6584], [1.9105, 4.1758, -2.2945], [2.3950, 4.3339, -0.4803], [0.8666, 6.2570, -2.8213], [-0.8841, 5.5349, -2.8559], [-0.5864, 7.0747, -1.7622], [-0.1583, 4.3520, 0.8675], [-0.7872, 2.6508, -1.8953], [-1.1012, 1.0733, 0.6078], [-1.7655, -0.6850, 0.2409], [-3.2926, 1.6436, 0.1251], [-2.7611, 1.7730, -1.6623], [-3.6838, -1.1201, -1.4680], [-4.5839, -0.2917, -0.0378], [-4.8546, 1.0470, -3.0357], [-6.1375, -0.1709, -2.1565], [-5.3710, 4.2287, -1.3818], [-3.1196, -1.3917, 7.2428], [-4.2614, -0.7744, 7.5523], [-5.0171, 0.0096, 6.5364], [-6.0731, 0.5501, 6.8456], [-4.4518, 0.1079, 5.1816], [-3.3082, -0.5067, 4.8733], [-2.5673, -1.3131, 5.8817], [-1.5282, -1.8816, 5.5634], [-2.7700, -0.4162, 3.6027], [-4.7853, -0.8416, 8.8303], [-2.5612, -1.9667, 7.9708], [-5.0019, 0.6954, 4.4578], [-1.9438, -0.9464, 3.6310], [-5.6145, -0.3164, 8.8002]], "total_charge": 1, "total_energy_ev": -98552.4178}


{"formula": "C45H90O45", "method": "ωB97M-V with the def2-TZVPD basis set", "symbols": ["C", "O", "C", "O", "O", "C", "H", "H", "H", "H", "H", "H", "C", "O", "C", "O", "O", "C", "H", "H", "H", "H", "H", "H", "C", "O", "C", "O", "O", "C", "H", "H", "H", "H", "H", "H", "C", "O", "C", "O", "O", "C", "H", "H", "H", "H", "H", "H", "C", "O", "C", "O", "O", "C", "H", "H", "H", "H", "H", "H", "C", "O", "C", "O", "O", "C", "H", "H", "H", "H", "H", "H", "C", "O", "C", "O", "O", "C", "H", "H", "H", "H", "H", "H", "C", "O", "C", "O", "O", "C", "H", "H", "H", "H", "H", "H", "C", "O", "C", "O", "O", "C", "H", "H", "H", "H", "H", "H", "C", "O", "C", "O", "O", "C", "H", "H", "H", "H", "H", "H", "C", "O", "C", "O", "O", "C", "H", "H", "H", "H", "H", "H", "C", "O", "C", "O", "O", "C", "H", "H", "H", "H", "H", "H", "C", "O", "C", "O", "O", "C", "H", "H", "H", "H", "H", "H", "C", "O", "C", "O", "O", "C", "H", "H", "H", "H", "H", "H", "C", "O", "C", "O", "O", "C", "H", "H", "H", "H", "H", "H"], "coordinates": [[0.5958, 2.8715, 1.3975], [-0.4987, 3.6176, 0.8928], [-0.6660, 4.8900, 1.2080], [0.0892, 5.6297, 1.7608], [-1.9350, 5.1368, 1.0321], [-2.5595, 6.4083, 1.2446], [1.4626, 3.4642, 1.6899], [0.8820, 2.1279, 0.6537], [0.1369, 2.3762, 2.2531], [-2.8331, 6.9440, 0.3356], [-1.9817, 7.1085, 1.8478], [-3.4827, 6.1610, 1.7687], [3.7264, -0.2805, -6.0242], [5.1266, -0.7743, -6.1172], [6.1341, -0.0929, -5.4384], [6.0200, 0.9873, -4.8328], [7.2860, -0.6839, -5.6580], [8.5781, -0.1441, -5.3136], [3.5853, 0.7605, -6.3152], [3.4110, -0.3806, -4.9857], [3.0833, -0.9024, -6.6468], [8.7038, 0.3919, -4.3728], [8.9302, 0.5260, -6.0979], [9.3082, -0.9510, -5.3765], [0.1054, 2.5090, -7.7900], [-1.0470, 1.9661, -7.0535], [-0.8999, 1.3515, -5.8628], [0.0982, 1.1853, -5.2578], [-2.1117, 0.9277, -5.4991], [-2.2559, 0.6177, -4.0726], [0.9893, 1.9268, -7.5296], [0.3302, 3.5693, -7.6754], [-0.2475, 2.2790, -8.7954], [-2.2600, 1.6259, -3.6584], [-1.2876, 0.1782, -3.8332], [-3.0660, -0.0516, -3.7829], [1.3462, -0.0846, -2.2140], [1.0318, -0.8810, -1.0853], [0.0221, -0.5928, -0.3338], [-0.9145, 0.1566, -0.5857], [0.0426, -1.5117, 0.6701], [-0.8484, -1.5506, 1.8522], [1.5595, -0.7054, -3.0841], [2.1633, 0.6184, -2.0519], [0.5473, 0.5965, -2.5072], [-1.3597, -0.5882, 1.8746], [-0.3688, -1.5724, 2.8308], [-1.6962, -2.2337, 1.7990], [1.7462, 0.1212, 6.9790], [1.4141, -1.0070, 6.1851], [0.3589, -1.7213, 6.5451], [-0.3744, -1.5434, 7.5375], [0.0919, -2.5026, 5.5282], [-0.8522, -3.6122, 5.6556], [2.7200, 0.3297, 6.5358], [1.6727, 0.0089, 8.0607], [1.1030, 0.9471, 6.6753], [-1.2034, -3.9166, 4.6696], [-1.6940, -3.2936, 6.2704], [-0.2251, -4.3993, 6.0743], [-7.2654, 4.3338, -3.1868], [-5.9963, 4.2410, -2.6001], [-5.6325, 3.0681, -2.1241], [-6.2970, 2.0624, -2.1106], [-4.4004, 3.1774, -1.8302], [-3.8178, 2.0761, -1.2394], [-8.1482, 4.3678, -2.5484], [-7.4134, 3.5957, -3.9751], [-7.3615, 5.3347, -3.6076], [-3.7924, 1.2019, -1.8901], [-4.3144, 1.7745, -0.3172], [-2.7581, 2.2857, -1.0942], [4.5405, -4.2622, -6.3221], [3.2832, -4.4249, -5.7952], [2.9213, -3.8748, -4.6533], [3.6064, -3.1796, -3.9610], [1.5715, -4.0876, -4.4210], [1.0298, -3.7444, -3.2122], [4.4973, -3.6291, -7.2083], [4.8999, -5.2838, -6.4460], [5.3563, -3.7747, -5.7885], [0.3607, -4.5016, -2.8033], [0.4533, -2.8214, -3.2738], [1.6427, -3.5193, -2.3395], [3.8535, -7.2134, 2.3296], [2.8833, -6.1678, 2.5108], [2.0205, -6.2321, 3.5829], [2.0764, -7.0066, 4.5826], [1.0934, -5.1966, 3.4710], [0.7705, -4.4742, 2.2474], [4.7706, -6.6248, 2.3037], [3.5150, -7.7448, 1.4402], [3.7691, -8.0152, 3.0631], [-0.1839, -3.9478, 2.2594], [0.8556, -5.0244, 1.3104], [1.6239, -3.8017, 2.1603], [-0.9118, 4.1657, -2.9064], [-0.2263, 5.3622, -3.1052], [0.1872, 5.8222, -4.2980], [0.0087, 5.2470, -5.3844], [0.7673, 6.9750, -4.0951], [1.1858, 7.9182, -5.0984], [-0.3981, 3.2183, -3.0701], [-1.8177, 4.0732, -3.5056], [-1.1911, 4.1935, -1.8532], [0.8908, 8.9441, -4.8780], [0.8112, 7.7029, -6.0991], [2.2625, 8.0617, -5.1892], [-1.3181, 1.8648, 5.0146], [-2.4634, 1.3068, 5.6752], [-2.8470, -0.0114, 5.4267], [-2.4575, -0.8076, 4.5599], [-3.8931, -0.1908, 6.2266], [-4.5281, -1.4827, 6.1929], [-1.6355, 2.4868, 4.1777], [-0.5838, 1.1425, 4.6580], [-0.8064, 2.4500, 5.7788], [-3.9626, -2.2894, 5.7265], [-5.4943, -1.3896, 5.6972], [-4.7288, -1.7580, 7.2283], [7.9016, -0.6553, 2.7045], [6.6308, -0.3621, 2.3037], [5.7139, -1.2480, 1.9294], [5.9682, -2.4068, 1.6552], [4.6521, -0.6002, 1.8938], [3.5020, -1.1914, 1.5321], [8.3218, -1.4287, 2.0617], [7.9233, -0.9791, 3.7450], [8.5737, 0.2023, 2.6733], [2.6957, -0.9146, 2.2113], [3.4970, -2.2797, 1.5929], [3.1150, -0.8205, 0.5831], [-0.8968, -8.2454, 3.0703], [-1.9036, -7.3509, 3.4981], [-2.3252, -6.4111, 2.6359], [-1.9634, -6.2910, 1.4336], [-3.0891, -5.6062, 3.3035], [-4.1310, -4.8558, 2.6728], [-0.3429, -8.6957, 3.8940], [-0.1129, -7.7299, 2.5154], [-1.3433, -9.0861, 2.5392], [-4.4434, -5.4659, 1.8253], [-3.7662, -3.9869, 2.1251], [-5.0263, -4.6911, 3.2722], [-4.1171, 1.8769, 2.5816], [-4.0818, 2.9694, 3.4968], [-4.8391, 4.0107, 3.3096], [-5.6753, 4.2151, 2.4426], [-4.8268, 4.6647, 4.4782], [-5.9900, 5.4643, 4.8937], [-4.9801, 1.2503, 2.8067], [-3.2132, 1.2677, 2.5802], [-4.3561, 2.2078, 1.5710], [-6.9028, 4.8795, 4.7797], [-6.0881, 6.3451, 4.2593], [-6.0443, 5.7793, 5.9358], [-2.0208, -4.0529, -1.1964], [-3.1124, -3.6496, -0.3311], [-4.0405, -2.8160, -0.8674], [-3.7839, -2.0935, -1.8843], [-5.0148, -2.6346, 0.1143], [-6.0635, -1.7627, -0.0786], [-1.9533, -3.5459, -2.1589], [-2.1733, -5.1019, -1.4502], [-1.0282, -3.9561, -0.7564], [-5.8481, -0.8668, -0.6610], [-6.2485, -1.3187, 0.8996], [-7.0619, -2.1263, -0.3218], [2.5178, 4.1875, -1.4762], [3.8328, 3.9125, -0.9550], [4.0700, 2.7787, -0.4029], [3.1209, 1.9741, -0.1085], [5.3539, 2.7166, 0.0796], [6.3577, 3.6644, -0.2902], [2.1245, 3.3497, -2.0520], [2.5993, 5.0406, -2.1498], [1.7518, 4.5635, -0.7981], [6.0437, 4.6783, -0.5382], [6.7734, 3.2927, -1.2268], [7.1709, 3.6253, 0.4345]], "e_above_lowest_ev": 8.709, "total_energy_ev": -140254.0408}


For each record above, in turn, the calculated max |F| values are 0.1709 0.1041 hartree/bohr.